{"formula": "C17H41BCl22N2O2Si", "method": "ωB97M-V with the def2-TZVPD basis set", "total_charge": 0, "e_tot_ha": -11370.8885, "largest_force_ev_per_a": 1.5, "e_homo_ev": -8.32, "spin_multiplicity": 1, "orbital_gap_ev": 8.48, "species": ["C", "O", "C", "C", "C", "Si", "N", "B", "O", "N", "C", "C", "H", "H", "H", "H", "H", "H", "H", "H", "H", "H", "H", "H", "H", "H", "H", "H", "H", "H", "H", "Cl", "C", "Cl", "H", "H", "Cl", "C", "Cl", "H", "H", "Cl", "C", "Cl", "H", "H", "Cl", "C", "Cl", "H", "H", "Cl", "C", "Cl", "H", "H", "Cl", "C", "Cl", "H", "H", "Cl", "C", "Cl", "H", "H", "Cl", "C", "Cl", "H", "H", "Cl", "C", "Cl", "H", "H", "Cl", "C", "Cl", "H", "H", "Cl", "C", "Cl", "H", "H"], "positions_angstrom": [[-4.0197, 1.2277, -7.6601], [-2.7785, 0.6926, -8.0890], [-1.8668, 0.4777, -7.0187], [-2.0994, -0.8715, -6.3269], [-1.9944, -0.8068, -4.7876], [-3.2665, -1.8814, -3.9015], [-4.8724, -1.4713, -4.5628], [-3.3145, -1.5112, -1.9367], [-3.8580, -0.2706, -1.5606], [-2.8268, -2.3573, -0.8671], [-1.5901, -1.8552, -0.2447], [-2.7547, -3.7862, -1.1877], [-4.8089, 0.7405, -8.2238], [-4.0671, 2.2936, -7.8795], [-4.1855, 1.0970, -6.5932], [-0.8738, 0.5242, -7.4508], [-1.9821, 1.2900, -6.2987], [-1.3165, -1.5365, -6.6777], [-3.0283, -1.2955, -6.6996], [-0.9945, -1.1238, -4.5097], [-2.0697, 0.2319, -4.4751], [-2.9708, -3.2874, -4.2674], [-5.4350, -2.3141, -4.5757], [-4.7722, -1.1239, -5.5096], [-3.1274, 0.3767, -1.5573], [-1.0461, -2.6672, 0.2217], [-0.9593, -1.3115, -0.9481], [-1.8552, -1.1657, 0.5554], [-2.5060, -4.3087, -0.2633], [-1.9836, -4.0570, -1.9108], [-3.7290, -4.1549, -1.4743], [0.9798, -0.3167, 1.2194], [0.0359, -0.5133, 2.7061], [-1.1693, 0.7669, 2.8769], [-0.4716, -1.4670, 2.6661], [0.7111, -0.4718, 3.5487], [1.8228, 0.4593, 5.8972], [3.3866, -0.2515, 5.4695], [3.3639, -0.9780, 3.8533], [4.1326, 0.5345, 5.4804], [3.6302, -1.0212, 6.1922], [4.6078, 2.5107, 3.4263], [3.3589, 2.5988, 2.1724], [2.2096, 3.9072, 2.4868], [3.8353, 2.7699, 1.2151], [2.8189, 1.6580, 2.1660], [-5.3442, 2.2512, 4.3296], [-3.8633, 2.0087, 5.2622], [-4.1711, 1.1238, 6.7653], [-3.1647, 1.4342, 4.6651], [-3.4450, 2.9748, 5.5158], [-0.9628, -7.1268, -2.5683], [-2.7154, -7.3522, -2.6363], [-3.5004, -6.1126, -3.6197], [-2.9232, -8.3229, -3.0694], [-3.1099, -7.2949, -1.6287], [3.3805, 4.7299, -0.4579], [4.2597, 4.6502, -1.9863], [4.7252, 2.9863, -2.3808], [3.6221, 5.0262, -2.7770], [5.1575, 5.2510, -1.9055], [-1.6933, 4.2931, 9.9271], [-2.8371, 4.1146, 8.5929], [-2.0866, 4.4783, 7.0307], [-3.1936, 3.0922, 8.5721], [-3.6607, 4.8012, 8.7463], [-0.4424, 1.4027, -1.8731], [1.1284, 0.6806, -2.2486], [1.1552, -0.0308, -3.8655], [1.8840, 1.4558, -2.1950], [1.3329, -0.0998, -1.5253], [0.0005, -2.7558, 4.9800], [-0.9245, -2.9623, 6.4744], [-2.1217, -1.6837, 6.6828], [-1.4339, -3.9175, 6.4372], [-0.2359, -2.9318, 7.3102], [8.1848, 0.1014, 4.9615], [7.7143, 1.7475, 5.3937], [6.1377, 1.7907, 6.1957], [8.4549, 2.1569, 6.0696], [7.6549, 2.3415, 4.4892], [9.3000, 2.1988, -2.4642], [8.0155, 1.8832, -3.6375], [8.4828, 2.3637, -5.2731], [7.7995, 0.8216, -3.6368], [7.1398, 2.4512, -3.3481]]}